{
  "formula": "C26H29BCdF6N10O9S3",
  "method": "the ωB97M-V functional and the def2-TZVPD basis",
  "species": ["Cd", "C", "C", "C", "C", "C", "N", "N", "B", "N", "N", "C", "C", "C", "C", "C", "N", "N", "C", "C", "C", "C", "C", "H", "H", "H", "H", "H", "H", "H", "H", "H", "H", "H", "H", "H", "H", "H", "H", "H", "H", "H", "H", "H", "H", "O", "C", "C", "O", "C", "C", "O", "C", "O", "O", "F", "C", "F", "F", "S", "O", "O", "N", "S", "O", "O", "C", "F", "F", "F", "C", "C", "C", "N", "N", "C", "N", "S", "H", "H", "H", "H", "H", "H", "H"],
  "coordinates": [[0.479, 0.413, -0.160], [-2.391, -2.120, -0.454], [-1.643, -2.097, 0.836], [-1.770, -2.963, 1.936], [-0.772, -2.582, 2.810], [-0.431, -3.164, 4.143], [-0.109, -1.549, 2.256], [-0.657, -1.245, 1.052], [1.201, -0.896, 2.763], [0.987, 0.617, 2.996], [0.492, 1.381, 1.996], [0.324, 2.605, 2.468], [-0.254, 3.694, 1.627], [0.720, 2.643, 3.816], [1.128, 1.356, 4.114], [1.624, 0.808, 5.412], [2.320, -1.169, 1.728], [2.049, -1.507, 0.436], [3.212, -1.767, -0.141], [3.294, -2.131, -1.583], [4.259, -1.609, 0.781], [3.648, -1.212, 1.950], [4.260, -0.804, 3.247], [-3.433, -2.403, -0.296], [-1.953, -2.850, -1.139], [-2.360, -1.157, -0.956], [-2.484, -3.760, 2.069], [-1.146, -3.952, 4.382], [-0.470, -2.410, 4.930], [0.572, -3.591, 4.148], [1.496, -1.393, 3.819], [-1.322, 3.522, 1.472], [0.208, 3.721, 0.641], [-0.121, 4.662, 2.111], [0.711, 3.491, 4.481], [1.608, 1.597, 6.163], [2.645, 0.433, 5.330], [1.000, -0.015, 5.763], [2.296, -2.253, -1.996], [3.855, -3.058, -1.722], [3.793, -1.341, -2.147], [5.317, -1.707, 0.603], [5.326, -1.025, 3.235], [3.800, -1.322, 4.091], [4.137, 0.271, 3.401], [4.123, 5.264, -2.183], [3.452, 4.316, -1.826], [1.975, 4.124, -2.065], [1.229, 4.900, -2.650], [1.644, 2.852, -1.447], [2.778, 2.257, -0.830], [2.724, 1.162, -0.213], [3.950, 3.127, -1.034], [5.095, 2.952, -0.652], [0.486, 2.301, -1.387], [2.652, 0.137, -5.078], [1.722, -0.811, -5.183], [2.261, -1.974, -4.812], [1.365, -0.909, -6.468], [0.278, -0.361, -4.130], [0.830, -0.295, -2.804], [-0.259, 0.836, -4.712], [-0.574, -1.666, -4.404], [-2.130, -1.734, -4.294], [-2.727, -0.717, -3.469], [-2.547, -3.096, -4.141], [-2.739, -1.308, -5.993], [-2.014, -1.915, -6.940], [-4.011, -1.717, -6.129], [-2.710, 0.004, -6.223], [-6.137, -0.659, 0.602], [-5.262, 0.434, 1.210], [-4.124, 0.844, 0.331], [-2.910, 0.921, 0.739], [-2.020, 1.281, -0.237], [-2.591, 1.532, -1.388], [-1.969, 2.026, -2.471], [-4.319, 1.258, -1.353], [-6.922, -0.956, 1.299], [-5.543, -1.539, 0.355], [-6.615, -0.316, -0.318], [-4.813, 0.099, 2.146], [-5.879, 1.310, 1.438], [-0.969, 2.231, -2.328], [-2.221, 1.642, -3.368]],
  "mulliken_charge": [4.3461, -0.2913, 0.2786, -1.9796, 1.1404, -1.4782, 0.0420, 0.6618, -1.9183, 1.0029, 0.0635, 0.2081, -1.2318, -1.6329, 0.8611, -1.2229, 1.5796, -0.8688, 0.6785, -1.3153, -1.4911, 1.0318, -1.4616, 0.1516, 0.3538, -0.6268, 0.4384, 0.3626, 0.2226, 0.2561, -0.1950, 0.1317, 0.0551, 0.3763, 0.4421, 0.3608, 0.1499, 0.1804, 0.1247, 0.4354, 0.2232, 0.3533, 0.4166, 0.2619, 0.2148, -0.6891, 0.3801, 0.3623, -0.7705, -0.0697, -0.1721, -0.1312, -0.0174, -0.7205, -0.0462, -0.1956, 0.4112, -0.2177, -0.2321, 1.5146, -0.9792, -0.7508, -0.6904, 1.0154, -0.4537, -0.6794, 0.5137, -0.2396, -0.2432, -0.2179, -1.0598, -0.4294, 0.2792, -0.9233, 0.2560, 0.0361, -0.3620, -0.2497, 0.3731, 0.2073, 0.3350, 0.2661, 0.2551, 0.4021, 0.2415],
  "e_lumo_ev": 3.887,
  "e_tot_ev": -114818.9461,
  "charge": -2,
  "e_above_lowest_ev": 0.380,
  "gap_ev": 5.64
}